Density functional theory data (the ωB97M-V functional and the def2-TZVPD basis) for C4H7N2O2 as an isolated structure at a distorted geometry.

```
15
Properties=species:S:1:pos:R:3:forces:R:3
C 0.57083 -0.74186 -0.05480 0.6074 0.2553 0.0039
C 0.80445 0.55112 -0.10869 3.7057 -1.2774 -0.3424
C -0.80860 -1.26184 0.07794 -0.2635 0.9535 -0.0843
C 0.55961 1.93317 0.10559 -1.2721 0.7809 0.4636
N 1.62237 -1.63045 -0.04264 -1.8912 -1.3283 0.2105
N 2.73275 0.18430 -0.05287 -1.7930 3.3386 -0.2352
O 3.66009 0.90194 0.03160 -0.4604 -1.1309 -0.1056
O 2.88136 -1.10803 -0.13728 0.6815 -1.0616 -0.1506
H -0.73314 -1.98308 0.89177 -0.5839 -0.5196 -0.4223
H -1.10194 -1.60667 -0.95245 -0.3952 0.0421 1.4309
H -1.39288 -0.38788 0.50433 0.1180 -1.2855 -0.9592
H 1.09128 2.19842 1.02108 -0.3037 0.3845 0.1424
H -0.57347 1.93605 0.30212 1.4261 0.4478 -0.2079
H 0.83923 2.64669 -0.69455 -0.3596 -0.6794 0.2158
H 1.48886 -2.62225 -0.31178 0.7839 1.0801 0.0403
```
Forces are in eV/Å.

Summary:
- Total charge: +1
- E_HOMO (alpha / beta): -0.5212 / -0.5212 hartree
- E_tot: -11322.800 eV
- Relative energy (zero: lowest compared OMol25 entry of this formula, charge and spin): 159.7 kcal/mol
- LUMO (alpha / beta): -5.05 / -5.05 eV